Entry 1:
This record from the OMol25 dataset describes a structure of composition C13H30Cl2FInN4O4 in a non-equilibrium geometry. The level of theory is the ωB97M-V functional and the def2-TZVPD basis.

ORCA input file:
```
! wB97M-V def2-TZVPD RIJCOSX def2/J DEFGRID3
* xyz 2 1
In -0.42453 -1.81136 2.62491
F -0.65224 0.15946 0.48884
C 4.30426 -0.08358 1.26376
C 2.79968 -0.09486 1.14478
O 2.17413 -0.96307 1.78625
N 2.17254 0.83893 0.46652
C 2.82639 2.10728 0.09661
H 4.81947 0.67255 0.67136
H 4.49325 -1.07551 0.85332
H 4.66450 0.19136 2.25507
H 1.17174 0.74264 0.37042
H 3.51422 2.51582 0.83693
H 2.13568 2.92490 -0.10954
H 3.47143 1.87659 -0.75122
C -3.96531 -3.60201 -0.82336
C -3.09076 -2.48790 -0.22142
O -2.49220 -2.71036 0.77448
N -2.79740 -1.29640 -0.81872
C -3.32499 -0.85641 -2.16391
H -3.41490 -4.54235 -0.79319
H -4.33416 -3.45850 -1.83895
H -4.81400 -3.65760 -0.14166
H -2.24544 -0.66986 -0.25049
H -3.63947 0.18724 -2.16854
H -4.26790 -1.33955 -2.42005
H -2.59805 -0.99664 -2.96389
C 0.46295 3.24288 4.42958
C 0.24735 2.17443 3.38236
O 0.57975 1.02951 3.67006
N -0.41678 2.46669 2.26442
C -1.05050 3.71129 1.87689
H 1.50356 3.52446 4.59061
H 0.00900 2.84097 5.33539
H -0.14069 4.12904 4.23352
H -0.66004 1.67210 1.69034
H -0.40977 4.49162 1.46621
H -1.50931 4.22101 2.72410
H -1.90085 3.70621 1.19498
C 1.99138 -3.58897 -1.68535
C 1.02751 -2.64629 -0.98173
O 0.87739 -2.72173 0.22360
N 0.43485 -1.68015 -1.61816
C 0.21350 -1.64760 -3.04037
H 1.95809 -4.59248 -1.26114
H 2.94879 -3.15795 -1.39259
H 1.86240 -3.74439 -2.75648
H -0.04444 -0.98501 -1.06395
H -0.17282 -2.58428 -3.44224
H 1.18030 -1.42106 -3.48990
H -0.39978 -0.78913 -3.31426
C -1.02506 1.94265 -2.12400
Cl 0.62100 1.77478 -2.74834
Cl -2.19646 2.26136 -3.32955
H -1.34889 1.04455 -1.59804
H -1.12838 2.75469 -1.40427
*
```

HOMO energy, eV: -15.337
ΔE to the lowest compared entry with this formula, charge and spin, eV: 0.936

Listed below, in e, are the Mulliken charges computed for each atom: In 1.267; F -0.817; C -1.290; C 0.487; O -0.298; N 0.853; C -1.213; H 0.481; H 0.335; H 0.310; H -0.242; H 0.424; H 0.300; H 0.463; C -1.146; C 0.652; O -0.422; N 0.203; C -0.932; H 0.332; H 0.383; H 0.335; H -0.097; H 0.288; H 0.419; H 0.256; C -1.125; C 0.667; O -0.462; N 0.299; C -1.171; H 0.297; H 0.325; H 0.360; H -0.008; H 0.423; H 0.387; H 0.338; C -1.190; C 0.405; O -0.360; N 0.766; C -1.229; H 0.364; H 0.275; H 0.441; H -0.248; H 0.393; H 0.397; H 0.341; C 0.992; Cl -0.153; Cl -0.120; H -0.935; H 0.200

Entry 2:
This record from the OMol25 dataset describes a structure of composition C9H15O3PS in a non-equilibrium geometry. The level of theory is the ωB97M-V functional and the def2-TZVPD basis.

ORCA input file:
```
! wB97M-V def2-TZVPD RIJCOSX def2/J DEFGRID3
* xyz 0 1
C 1.27160 1.93967 0.37210
C -0.66477 -0.18051 0.47741
C 1.97961 1.26432 -1.93439
C 1.08859 1.70298 -1.15758
C -0.05274 -1.03670 -0.69571
C -0.64377 -0.59505 -2.03750
C -0.14710 -2.59706 -0.64204
C -1.76089 -0.92808 2.51393
C -0.11327 2.46010 0.94692
O 2.00081 -0.38369 2.10385
O 1.33278 -0.67754 -0.41750
O -1.43940 -1.10150 1.19661
P 1.20300 0.14000 0.97013
S -1.70010 1.35805 0.34906
H 1.77193 0.98275 -2.92758
H 3.06658 1.10153 -1.67225
H 0.06604 1.73676 -1.15441
H 0.19110 -0.53673 -2.74410
H -1.25541 0.36090 -2.05849
H -1.47319 -1.31996 -2.06849
H 0.79250 -2.92579 -0.39293
H -0.48773 -2.90366 -1.59936
H -0.77262 -2.78747 0.17183
H -2.64700 -1.59069 2.77343
H -2.10169 0.03925 2.78905
H -0.87011 -1.35048 3.18172
H 0.03495 2.64981 2.03328
H -0.52484 3.29863 0.39145
H 1.85515 1.88015 1.23156
*
```

HOMO energy, eV: -8.832
ΔE to the lowest compared entry with this formula, charge and spin, eV: 0.000

Listed below, in e, are the Mulliken charges computed for each atom: C -0.152; C 0.156; C -0.757; C -0.568; C 1.726; C -1.856; C -1.674; C -0.748; C -0.836; O -0.761; O -0.488; O -0.412; P 0.621; S -0.107; H 0.378; H 0.182; H 0.662; H 0.230; H 0.263; H 0.741; H 0.421; H 0.497; H 0.375; H 0.264; H 0.353; H 0.244; H 0.350; H 0.382; H 0.512

Entry 3:
This record from the OMol25 dataset describes the molecule C6H11NO in a non-equilibrium geometry. The level of theory is the ωB97M-V functional and the def2-TZVPD basis.

ORCA input file:
```
! wB97M-V def2-TZVPD RIJCOSX def2/J DEFGRID3
* xyz 0 1
C -1.58763 0.01630 -1.28493
C 0.27346 -1.77284 0.61972
C 1.33014 -0.13848 -0.86267
N 0.15994 -0.46829 -0.03806
C -1.34041 1.24742 -0.57903
C -0.41980 0.68136 0.74300
C 0.49587 1.48350 1.46153
O -1.55168 2.39874 -0.85111
H -1.47875 -0.06223 -2.35724
H -2.11609 -0.80058 -0.81327
H -1.16834 0.23772 1.40722
H -0.65071 -1.98629 1.15638
H 1.11466 -1.81101 1.31570
H 0.41810 -2.53705 -0.14526
H 1.19093 0.83892 -1.32289
H 1.42529 -0.89117 -1.64559
H 2.24580 -0.10776 -0.26938
H 1.31582 1.97449 0.95839
H 0.34339 1.69727 2.50749
*
```

HOMO energy (alpha / beta), eV: -7.125 / -7.914
ΔE to the lowest compared entry with this formula, charge and spin, eV: 5.445

Listed below, in e, are the Mulliken charges computed for each atom: C -0.697; C -1.014; C -1.128; N 0.230; C 0.560; C 0.043; C -1.066; O -0.532; H 0.333; H 0.283; H 0.339; H 0.337; H 0.310; H 0.329; H 0.356; H 0.343; H 0.353; H 0.302; H 0.317